Record 1
DFT (ωB97M-V/def2-TZVPD) results for C6H8N2O in the gas phase in a non-equilibrium geometry.

The calculated total energy comes out at -418.07596 a.u. The energy above the lowest of the compared OMol25 structures with the same formula, charge and spin is 281.8 kJ/mol. The gap between HOMO and LUMO is 7.736 eV.

Last columns: bonded neighbours and bond lengths (Å).
Positions of all 17 atoms, in Å:
1 C 2.7724 -0.1697 -0.5480  C6 1.410, N7 1.136
2 C -1.3234 -1.1276 0.3342  C3 1.325, C4 1.507, H10 1.089
3 C -1.8336 -0.4660 -0.6940  C2 1.325, O9 1.284, H11 1.104
4 C 0.1097 -0.8426 0.7024  C2 1.507, C5 1.507, H12 1.152, H13 1.111
5 C 0.5550 0.3955 -0.0333  C4 1.507, C6 1.507, N8 1.344
6 C 1.5781 0.2968 -1.1349  C1 1.410, C5 1.507, H14 1.074, H15 1.144
7 N 3.7217 -0.5014 -0.0195  C1 1.136
8 N 0.4511 1.5164 0.7009  C5 1.344, H16 1.103, H17 1.100
9 O -1.1723 0.3931 -1.3828  C3 1.284
10 H -1.8950 -1.7772 0.9947  C2 1.089
11 H -2.9037 -0.5580 -0.9498  C3 1.104
12 H -0.0059 -0.7797 1.8465  C4 1.152
13 H 0.8459 -1.6673 0.5973  C4 1.111
14 H 1.7364 1.0906 -1.8409  C6 1.074
15 H 1.2630 -0.6077 -1.7605  C6 1.144
16 H 0.6002 2.4125 0.0749  N8 1.103
17 H -0.3859 1.5770 1.4118  N8 1.100



Record 2
DFT (ωB97M-V/def2-TZVPD) results for C6H8N2O2 in the gas phase in a non-equilibrium geometry.

The calculated total energy comes out at -493.36369 a.u. The energy above the lowest of the compared OMol25 structures with the same formula, charge and spin is 218.4 kJ/mol. Its SMILES is [H]/N=C(/C[C@H](O)C#N)C(C)=O. The gap between HOMO and LUMO is 9.649 eV.

Last columns: bonded neighbours and bond lengths (Å).
Positions of all 18 atoms, in Å:
1 H 0.6056 -1.4326 1.9854  N2 1.018
2 N 0.5602 -0.4237 1.8581  H1 1.018, C3 1.277
3 C -0.1169 -0.0314 0.8493  N2 1.277, C4 1.514, C9 1.532
4 C -0.1480 1.4523 0.5476  C3 1.514, C5 1.528, H12 1.091, H13 1.089
5 C 0.9486 1.6615 -0.4958  C4 1.528, O6 1.385, C7 1.589, H14 1.100
6 O 0.5296 2.5217 -1.4970  C5 1.385, H15 0.964
7 C 1.2112 0.1755 -0.9948  C5 1.589, N8 1.147
8 N 1.5478 -0.7394 -1.5988  C7 1.147
9 C -1.2394 -0.8368 0.1876  C3 1.532, C10 1.503, O11 1.206
10 C -0.9730 -2.3070 0.0287  C9 1.503, H16 1.087, H17 1.089, H18 1.089
11 O -2.2583 -0.2947 -0.1605  C9 1.206
12 H -1.0988 1.7359 0.0933  C4 1.091
13 H 0.0537 2.0191 1.4550  C4 1.089
14 H 1.9072 1.9392 -0.0331  C5 1.100
15 H 1.1831 2.5609 -2.2052  O6 0.964
16 H -1.7801 -2.7668 -0.5359  C10 1.087
17 H -0.9048 -2.7807 1.0072  C10 1.089
18 H -0.0277 -2.4530 -0.4912  C10 1.089



Record 3
DFT (ωB97M-V/def2-TZVPD) results for C6H8N2O2 in the gas phase in a non-equilibrium geometry.

The calculated total energy comes out at -493.23398 a.u. The energy above the lowest of the compared OMol25 structures with the same formula, charge and spin is 558.9 kJ/mol. Its SMILES is Cc1c([N+](=O)[O-])ccn1C. The gap between HOMO and LUMO is 8.266 eV.

Last columns: bonded neighbours and bond lengths (Å).
Positions of all 18 atoms, in Å:
1 C 0.3361 -1.1278 -1.6780  C2 1.501, H11 1.051, H12 1.058, H13 1.012
2 C 0.2704 0.1499 -0.8939  C1 1.501, C3 1.709, N9 1.319
3 C 0.1362 1.6753 -1.6534  C2 1.709, N4 1.364, C7 1.367
4 N 0.2722 1.8042 -3.0040  C3 1.364, O5 1.225, O6 1.214
5 O 0.0148 2.9149 -3.4517  N4 1.225
6 O 0.5620 0.8280 -3.6656  N4 1.214
7 C -0.3035 2.5251 -0.6773  C3 1.367, C8 1.386, H14 1.073
8 C -0.5054 1.7804 0.4743  C7 1.386, N9 1.372, H15 1.045
9 N -0.1335 0.4687 0.3207  C2 1.319, C8 1.372, C10 1.477
10 C -0.1450 -0.4120 1.5057  N9 1.477, H16 1.199, H17 1.018, H18 1.077
11 H 0.0460 -1.0114 -2.6812  C1 1.051
12 H 1.3438 -1.3871 -1.8668  C1 1.058
13 H -0.2001 -1.8385 -1.1966  C1 1.012
14 H -0.4404 3.5495 -0.9659  C7 1.073
15 H -0.8444 1.9320 1.4511  C8 1.045
16 H -1.0511 -1.1927 1.5956  C10 1.199
17 H 0.7271 -0.9360 1.4812  C10 1.018
18 H -0.0476 0.3047 2.3033  C10 1.077



Record 4
DFT (ωB97M-V/def2-TZVPD) results for C6H8N2O2 in the gas phase in a non-equilibrium geometry.

The calculated total energy comes out at -493.37413 a.u. The energy above the lowest of the compared OMol25 structures with the same formula, charge and spin is 191.0 kJ/mol. Its SMILES is O=C1C[C@@H]2OCCC2=NN1. The gap between HOMO and LUMO is 9.712 eV.

Last columns: bonded neighbours and bond lengths (Å).
Positions of all 18 atoms, in Å:
1 O 0.2279 -2.0615 2.2477  C2 1.214
2 C 0.1801 -1.3519 1.2635  O1 1.214, C3 1.480, N10 1.403
3 C -0.8468 -0.3430 0.9212  C2 1.480, C4 1.530, H11 1.063, H12 1.057
4 C 0.0151 0.8195 0.4251  C3 1.530, O5 1.403, C8 1.496, H13 1.069
5 O -0.6192 2.0212 0.0762  C4 1.403, C6 1.435
6 C -1.1592 1.8338 -1.2405  O5 1.435, C7 1.510, H14 1.133, H15 1.082
7 C -0.0761 1.0928 -1.9880  C6 1.510, C8 1.493, H16 1.123, H17 1.099
8 C 0.4881 0.2640 -0.8815  C4 1.496, C7 1.493, N9 1.335
9 N 1.0415 -0.9480 -0.9634  C8 1.335, N10 1.346
10 N 1.1248 -1.5381 0.2430  C2 1.403, N9 1.346, H18 1.035
11 H -1.3524 -0.1236 1.8301  C3 1.063
12 H -1.5506 -0.7473 0.2450  C3 1.057
13 H 0.7881 1.0493 1.1271  C4 1.069
14 H -2.0804 1.1984 -1.0627  C6 1.133
15 H -1.3757 2.8069 -1.6616  C6 1.082
16 H 0.7997 1.6953 -2.3496  C7 1.123
17 H -0.3724 0.4520 -2.8308  C7 1.099
18 H 1.5035 -2.4974 0.1553  N10 1.035



Record 5
DFT (ωB97M-V/def2-TZVPD) results for 2 unconnected molecules or ions with the total composition C6H8N2OS in a non-equilibrium geometry.

The calculated total energy comes out at -816.26874 a.u. The energy above the lowest of the compared OMol25 structures with the same formula, charge and spin is 305.5 kJ/mol. The gap between HOMO and LUMO (alpha / beta) is 7.696 / 7.694 eV.

Last columns: bonded neighbours and bond lengths (Å).
Positions of all 18 atoms, in Å:
1 C -2.3135 -0.0295 0.1506  C2 1.475, C3 1.338, H11 1.096
2 C -1.8803 0.8284 -0.9678  C1 1.475, C4 1.372, H12 1.046
3 C -1.3426 -0.0185 1.0711  C1 1.338, N7 1.425, H13 1.120
4 C -0.5985 1.2049 -0.6552  C2 1.372, N7 1.389, H14 1.046
5 C 1.7155 -1.1245 -0.2362  N8 1.306, O9 1.249
6 C 1.0724 0.6930 1.0699  N7 1.391, S10 1.749, H15 1.132
7 N -0.2388 0.7559 0.6092  C3 1.425, C4 1.389, C6 1.391
8 N 0.6876 -1.8722 -0.5346  C5 1.306, H16 1.014, H17 1.026
9 O 2.7861 -0.8292 -0.8080  C5 1.249
10 S 2.2680 1.8488 0.5264  C6 1.749, H18 1.422
11 H -3.2421 -0.5723 0.3601  C1 1.096
12 H -2.3864 1.1445 -1.8274  C2 1.046
13 H -1.3105 -0.3611 2.1365  C3 1.120
14 H 0.1390 1.6416 -1.2543  C4 1.046
15 H 1.2809 0.1264 2.0271  C6 1.132
16 H -0.1423 -1.9145 0.0472  N8 1.014
17 H 0.6723 -2.3326 -1.4509  N8 1.026
18 H 2.8334 0.8108 -0.2636  S10 1.422



Record 6
DFT (ωB97M-V/def2-TZVPD) results for C6H8N2S2 in the gas phase in a non-equilibrium geometry.

The calculated total energy comes out at -1139.29423 a.u. The energy above the lowest of the compared OMol25 structures with the same formula, charge and spin is 66.1 kJ/mol. Its SMILES is CNC(=S)c1sccc1N. The gap between HOMO and LUMO is 8.169 eV.

Last columns: bonded neighbours and bond lengths (Å).
Positions of all 18 atoms, in Å:
1 C -2.6020 1.4790 0.8616  N2 1.442, H11 1.114, H12 1.043, H13 1.172
2 N -1.3617 0.8076 0.5610  C1 1.442, C3 1.300, H14 1.043
3 C -1.0502 0.4010 -0.6340  N2 1.300, S4 1.761, C5 1.452
4 S -2.2147 0.4151 -1.9543  C3 1.761
5 C 0.2815 -0.1578 -0.7843  C3 1.452, S6 1.727, C9 1.395
6 S 0.8996 -0.1961 -2.3968  C5 1.727, C7 1.724
7 C 2.4416 -0.7535 -1.8626  S6 1.724, C8 1.413, H15 1.056
8 C 2.4826 -1.0485 -0.4817  C7 1.413, C9 1.467, H16 1.107
9 C 1.1726 -0.7530 0.1090  C5 1.395, C8 1.467, N10 1.462
10 N 0.8710 -0.9056 1.5309  C9 1.462, H17 0.962, H18 1.033
11 H -3.5082 0.8928 0.5871  C1 1.114
12 H -2.5881 1.7605 1.8659  C1 1.043
13 H -2.5342 2.4341 0.1861  C1 1.172
14 H -0.6702 0.7343 1.3387  N2 1.043
15 H 3.1691 -0.9988 -2.5878  C7 1.056
16 H 3.4221 -1.4070 -0.0177  C8 1.107
17 H 0.0718 -1.4140 1.6967  N10 0.962
18 H 1.7174 -1.2901 1.9823  N10 1.033



Record 7
DFT (ωB97M-V/def2-TZVPD) results for C6H8N3OP in the gas phase in a non-equilibrium geometry.

The calculated total energy comes out at -814.20252 a.u. The energy above the lowest of the compared OMol25 structures with the same formula, charge and spin is 222.1 kJ/mol. Its SMILES is c1cnc(N2CCOP2)nc1. The gap between HOMO and LUMO is 8.975 eV.

Last columns: bonded neighbours and bond lengths (Å).
Positions of all 19 atoms, in Å:
1 C -3.1654 -0.3703 -0.5354  C2 1.368, C11 1.413, H12 1.055
2 C -2.6417 0.8470 -0.1966  C1 1.368, N3 1.325, H13 1.154
3 N -1.3819 0.9601 0.1987  C2 1.325, C4 1.303
4 C -0.7572 -0.1825 0.2309  N3 1.303, N5 1.793, N10 1.342
5 N 0.9379 -0.1933 0.8149  C4 1.793, C6 1.500, P9 1.735
6 C 1.6110 1.0664 0.3565  N5 1.500, C7 1.529, H14 1.104, H15 1.188
7 C 2.8704 0.6368 -0.3961  C6 1.529, O8 1.412, H16 1.114, H17 1.164
8 O 2.6814 -0.7010 -0.8078  C7 1.412, P9 1.656
9 P 1.6929 -1.6113 0.1592  N5 1.735, O8 1.656, H18 1.581
10 N -1.1893 -1.4529 0.1905  C4 1.342, C11 1.339
11 C -2.4989 -1.5282 -0.0761  C1 1.413, N10 1.339, H19 1.113
12 H -4.2180 -0.3590 -0.6101  C1 1.055
13 H -3.3257 1.7385 -0.4614  C2 1.154
14 H 1.8734 1.6987 1.2230  C6 1.104
15 H 1.0566 1.7470 -0.4436  C6 1.188
16 H 2.9517 1.2944 -1.2916  C7 1.114
17 H 3.7868 0.4564 0.2987  C7 1.164
18 H 2.6586 -1.4987 1.4056  P9 1.581
19 H -2.9427 -2.5483 -0.0593  C11 1.113



Record 8
DFT (ωB97M-V/def2-TZVPD) results for C6H8N3P in the gas phase in a non-equilibrium geometry.

The calculated total energy comes out at -739.00352 a.u. The energy above the lowest of the compared OMol25 structures with the same formula, charge and spin is 0.0 kJ/mol. Its SMILES is C[P@H](=N)n1cccc1C#N. The gap between HOMO and LUMO is 9.876 eV.

Last columns: bonded neighbours and bond lengths (Å).
Positions of all 18 atoms, in Å:
1 C 1.4287 1.5037 -1.0433  P2 1.760, H11 1.059, H12 1.178, H13 1.190
2 P 1.3909 0.6269 0.4823  C1 1.760, N3 1.575, N4 1.827, H14 1.382
3 N 2.8011 0.0562 0.8915  P2 1.575, H15 1.014
4 N -0.1124 -0.4097 0.4416  P2 1.827, C5 1.419, C8 1.370
5 C -0.1614 -1.8031 0.1762  N4 1.419, C6 1.376, H16 1.097
6 C -1.4788 -2.1423 -0.0334  C5 1.376, C7 1.417, H17 1.107
7 C -2.2706 -0.9679 0.0170  C6 1.417, C8 1.381, H18 1.120
8 C -1.3851 0.0642 0.2576  N4 1.370, C7 1.381, C9 1.387
9 C -1.6899 1.4162 0.3137  C8 1.387, N10 1.121
10 N -1.8484 2.5255 0.3239  C9 1.121
11 H 2.3287 2.0593 -0.9925  C1 1.059
12 H 0.4445 2.1483 -1.1004  C1 1.178
13 H 1.5212 0.6606 -1.8773  C1 1.190
14 H 0.6585 1.4811 1.2843  P2 1.382
15 H 2.7425 -0.7210 1.5394  N3 1.014
16 H 0.7367 -2.4268 0.0851  C5 1.097
17 H -1.7804 -3.1388 -0.4088  C6 1.107
18 H -3.3260 -0.9323 -0.3569  C7 1.120



Record 9
DFT (ωB97M-V/def2-TZVPD) results for a gas-phase ion, C6H8N4O (charge +2) in a non-equilibrium geometry.

The calculated total energy comes out at -526.72843 a.u. The energy above the lowest of the compared OMol25 structures with the same formula, charge and spin is 532.0 kJ/mol. The charge is +2. The gap between HOMO and LUMO (alpha / beta) is 6.444 / 6.400 eV.

Last columns: bonded neighbours and bond lengths (Å).
Positions of all 19 atoms, in Å:
1 C 1.0685 -1.1764 0.0105  C3 1.414, N9 1.363, H12 1.080
2 C 3.4854 -1.2983 -0.4519  N9 1.262, H13 1.079
3 C 0.6206 0.1645 0.0182  C1 1.414, C4 1.522, N10 1.280
4 C -0.8659 0.3935 -0.2154  C3 1.522, N7 1.417, O11 1.196
5 C -4.0673 -0.9404 0.0130  N8 1.220, H14 1.094, H15 1.094
6 C 1.0683 2.5509 0.1398  N10 1.361, H16 1.103, H17 1.118, H18 1.095
7 N -1.6774 -0.7138 0.1367  C4 1.417, N8 1.187
8 N -2.8629 -0.7594 0.0853  C5 1.220, N7 1.187
9 N 2.3595 -1.6125 0.0250  C1 1.363, C2 1.262, H19 1.046
10 N 1.2852 1.2184 0.3102  C3 1.280, C6 1.361
11 O -1.3073 1.4437 -0.5802  C4 1.196
12 H 0.3152 -1.9497 -0.0138  C1 1.080
13 H 4.4812 -1.5669 -0.1345  C2 1.079
14 H -4.6862 -1.0894 0.9030  C5 1.094
15 H -4.6038 -0.9419 -0.9404  C5 1.094
16 H 1.5839 2.9126 -0.7653  C6 1.103
17 H -0.0033 2.7868 -0.0732  C6 1.118
18 H 1.4580 3.1052 1.0003  C6 1.095
19 H 2.3484 -2.5270 0.5325  N9 1.046



Record 10
DFT (ωB97M-V/def2-TZVPD) results for 2 unconnected molecules or ions with the total composition C6H8N4O2 in a non-equilibrium geometry.

The calculated total energy comes out at -602.86847 a.u. The energy above the lowest of the compared OMol25 structures with the same formula, charge and spin is 291.6 kJ/mol. Its SMILES is N/C(O)=C1/CN=CC=N1.N=C=O. The gap between HOMO and LUMO (alpha / beta) is 7.456 / 7.457 eV.

Last columns: bonded neighbours and bond lengths (Å).
Positions of all 20 atoms, in Å:
1 N -1.8705 -1.5570 -0.6318  C2 1.320, H10 0.949, H11 0.979
2 C -1.0803 -1.2198 0.3705  N1 1.320, O3 1.362, C4 1.378
3 O -1.5068 -1.6284 1.5981  C2 1.362, H12 1.024
4 C 0.0825 -0.5235 0.1213  C2 1.378, C5 1.550, N9 1.285
5 C 1.2113 -0.3116 1.1617  C4 1.550, N6 1.401, H13 1.101, H14 1.081
6 N 2.0610 0.7430 0.8047  C5 1.401, C7 1.297
7 C 2.3412 0.8077 -0.4598  N6 1.297, C8 1.458, H15 1.142
8 C 1.5251 0.0992 -1.4379  C7 1.458, N9 1.297, H16 1.104
9 N 0.3497 -0.3496 -1.1236  C4 1.285, C8 1.297
10 H -1.6664 -1.2266 -1.4973  N1 0.949
11 H -2.5412 -2.2695 -0.5915  N1 0.979
12 H -0.8410 -1.1225 2.1897  O3 1.024
13 H 0.7997 -0.1431 2.1693  C5 1.101
14 H 1.6906 -1.2684 1.3152  C5 1.081
15 H 3.1857 1.4685 -0.8534  C7 1.142
16 H 1.7126 0.0526 -2.5253  C8 1.104
17 N -1.1825 2.4481 0.4294  C18 1.181, H20 0.996
18 C -1.5953 1.7864 -0.4575  N17 1.181, O19 1.128
19 O -2.3169 1.2161 -1.1103  C18 1.128
20 H -0.3584 2.9982 0.5286  N17 0.996